This record from the Open Molecules 2025 dataset describes a single C11H14ClN2O3PS2 molecule at a distorted geometry. The level of theory is the ωB97M-V functional and the def2-TZVPD basis.

Structure (ORCA input):
```
! RIJCOSX wB97M-V def2-TZVPD def2/J DEFGRID3
* xyz 0 1
C 0.78958 -3.18733 1.10915
C 1.25699 -1.76219 0.73466
O 0.80802 -1.52797 -0.61362
P 1.61278 -0.28243 -1.31864
S 0.82754 -0.02138 -3.08154
C 3.44329 -0.40538 -1.51023
C 3.88942 -1.80850 -1.89655
S 1.28182 1.42658 -0.14319
C -0.46971 1.69743 -0.65381
N -0.92700 2.79252 0.16958
C -0.79231 4.12427 0.00411
O -0.48309 4.59863 -1.08477
O -1.14778 4.81777 1.14032
C -1.35391 3.84473 2.07136
C -1.70405 3.96477 3.42057
C -1.91262 2.75458 4.07844
Cl -2.40713 2.75696 5.75210
C -1.75131 1.50408 3.43377
N -1.44511 1.45848 2.13097
C -1.25142 2.60257 1.47162
H 1.00286 -3.38820 2.16644
H -0.30181 -3.28825 0.95328
H 1.29773 -3.90513 0.49140
H 0.91464 -0.99623 1.44731
H 2.35550 -1.79651 0.80534
H 3.75511 0.29327 -2.27608
H 3.86552 -0.08834 -0.56669
H 4.97169 -1.78711 -2.02745
H 3.42856 -2.14562 -2.84600
H 3.73225 -2.54184 -1.09978
H -0.54608 1.92177 -1.68814
H -1.05328 0.80558 -0.48995
H -1.80193 4.95988 3.85226
H -1.89273 0.60058 4.05581
*
```

Max |F|, Eh/bohr: 0.100
Gap between HOMO and LUMO, eV: 8.91
Structure (SMILES): CCO[P@](=S)(CC)SCn1c(=O)oc2cc(Cl)cnc21
E_HOMO, eV: -8.647
Relative energy (zero: lowest compared OMol25 entry of this formula, charge and spin), kcal/mol: 0.00
LUMO level, eV: 0.260